1.
Here is a gas-phase ion, C5H9IN (charge +1) at a distorted geometry from the Open Molecules 2025 dataset. Energies are from ωB97M-V/def2-TZVPD.

Values from the calculation:
Charge: +1
Spin multiplicity: 1
ΔE to the lowest compared entry with this formula, charge and spin in kcal per mole: 92.0
HOMO energy (alpha / beta) in eV: -12.69 / -12.54

Last column: Löwdin charge in e.
Positions of all 16 atoms, in Å:
C: -0.24226 1.79754 0.20202  0.083
C: -1.26814 0.42095 -0.26443  -0.696
C: 1.11186 1.24743 0.11245  -0.242
C: 1.02724 0.00766 -0.68356  -0.124
C: -0.49221 -1.64229 0.60549  0.021
N: -0.33918 -0.60243 -0.50475  -0.218
I: -3.26707 0.10396 0.09197  1.016
H: -0.77736 2.61966 0.68968  0.098
H: 1.86517 2.05795 -0.39133  0.189
H: 1.57934 1.10930 1.12477  0.141
H: 1.02536 0.30593 -1.72430  0.138
H: 1.73400 -0.89196 -0.46237  0.176
H: 0.50863 -1.98515 0.78069  0.103
H: -0.70903 -1.26670 1.53677  0.080
H: -1.23566 -2.25009 0.29903  0.053
H: -0.52069 -1.03175 -1.41213  0.181

2.
Here is a single C4H7NO molecule at a distorted geometry from the Open Molecules 2025 dataset. Energies are from ωB97M-V/def2-TZVPD.

Values from the calculation:
Charge: 0
Spin multiplicity: 1
ΔE to the lowest compared entry with this formula, charge and spin in kcal per mole: 39.8
HOMO energy in eV: -9.65

Last column: Löwdin charge in e.
Positions of all 13 atoms, in Å:
C: -1.64161 0.16826 1.34227  0.003
C: -0.40823 0.05208 0.51151  -0.447
N: 0.64677 -0.60546 0.77911  0.102
C: 1.56768 -0.33510 -0.34623  -0.175
C: 0.55306 0.01257 -1.42877  -0.179
O: -0.45404 0.71392 -0.69713  -0.023
H: -1.79822 1.21027 1.63745  0.087
H: -1.55478 -0.45419 2.23446  0.084
H: -2.51282 -0.14553 0.75689  0.087
H: 2.29257 0.41492 0.00795  0.116
H: 2.11386 -1.22160 -0.65693  0.105
H: 0.13989 -0.97842 -1.76866  0.126
H: 0.62864 0.20576 -2.48247  0.112